1.
ORCA calculation (wB97M-V/def2-TZVPD) on C2H3NP2 in the gas phase.

Calculated values
Molecular weight, g/mol: 103.00
E_LUMO (spin up / spin down), eV: 0.76 / -3.36
Frontier orbital gap (spin up / spin down), hartree: 0.258 / 0.210
Largest force on an atom, eV/Å: 5.30
Multiplicity: 3

Structure (XYZ):
```
8
Properties=species:S:1:pos:R:3:forces:R:3
C 0.170 -1.246 0.148 -0.6851 -2.3452 1.6094
C -0.333 1.286 0.114 4.9351 1.2715 1.4724
N -1.094 -1.125 -0.015 -1.9416 1.8032 -0.0272
P -1.759 0.476 -0.100 -2.9824 -3.0955 -1.0517
P 1.137 0.276 0.478 -0.9298 0.2835 -1.6243
H 0.345 -2.338 0.359 1.2588 1.1437 -0.5741
H 0.036 2.271 -0.076 -0.6705 0.7919 -0.0128
H 1.499 0.399 -0.907 1.0155 0.1469 0.2082
```
Positions in Å, forces in eV/Å.

---

2.
ORCA calculation (wB97M-V/def2-TZVPD) on C2H3N3O in the gas phase.

Calculated values
Molecular weight, g/mol: 85.07
E_LUMO, eV: 0.75
Frontier orbital gap, hartree: 0.372
Largest force on an atom, eV/Å: 4.01

Structure (XYZ):
```
9
Properties=species:S:1:pos:R:3:forces:R:3
N 1.261 -0.906 -0.425 0.2483 0.6018 -0.1060
C 0.117 -0.234 -0.142 -0.2918 1.2454 -0.0526
N 0.331 0.989 -0.590 -0.4502 0.6563 0.2938
O -0.474 1.826 0.069 -0.9542 0.3566 0.0827
N -1.341 1.116 0.803 -0.5418 -0.3268 0.2673
C -1.043 -0.152 0.672 -0.0165 0.2407 0.2459
H 1.594 0.142 -0.843 1.3672 -3.7659 -0.2619
H 1.194 -1.885 -0.726 0.4606 0.9562 -0.4383
H -1.638 -0.895 1.182 0.1784 0.0356 -0.0308
```
Positions in Å, forces in eV/Å.

---

3.
ORCA calculation (wB97M-V/def2-TZVPD) on 2 unconnected molecules or ions with the total composition C7H13Cl2P.

Calculated values
Molecular weight, g/mol: 199.06
E_LUMO (spin up / spin down), eV: -1.65 / -1.65
Frontier orbital gap (spin up / spin down), hartree: 0.259 / 0.259
Largest force on an atom, eV/Å: 4.60

Structure (XYZ):
```
23
Properties=species:S:1:pos:R:3:forces:R:3
C 0.664 1.802 0.425 -1.1329 -3.0237 -0.2592
C -0.032 1.133 1.614 1.0709 0.6844 2.6023
C 0.839 -0.504 -0.116 4.0744 -1.6317 -1.3841
C 1.686 0.813 -0.153 -0.3170 0.0953 0.1120
C 2.187 1.163 -1.533 3.9667 1.0037 0.8719
C -1.713 -2.640 0.182 0.1062 -0.3068 3.5216
C -1.624 -1.181 0.599 -1.3446 1.2197 0.2000
P 0.024 -0.721 1.365 -1.2353 -0.0222 1.3711
Cl 2.462 -2.473 0.309 -0.9104 1.2515 -0.5504
Cl 3.157 0.932 0.989 -1.0706 -0.5484 -0.3424
H -0.167 1.843 -0.261 0.0036 0.6218 -0.9459
H 1.123 2.706 0.587 0.7339 2.2575 0.4527
H 0.417 1.488 2.658 -0.9448 -1.0514 -2.1820
H -1.084 1.359 1.606 -0.4639 0.4532 0.2643
H 0.708 -1.115 -1.052 -0.0759 0.9970 0.9931
H 2.179 2.229 -1.841 -0.3265 -0.4896 0.6501
H 1.767 0.601 -2.278 -1.4845 -1.3784 -1.8301
H 3.315 0.872 -1.580 -1.9422 0.4498 0.0188
H -1.827 -3.223 1.177 0.2778 0.4496 -1.7398
H -2.626 -2.760 -0.367 -0.0676 -0.4400 -0.7062
H -0.770 -2.919 -0.261 -0.1039 -0.5573 -0.6167
H -2.492 -0.888 1.295 1.3549 -0.3640 -0.9348
H -1.731 -0.614 -0.338 -0.1683 0.3302 0.4338
```
Positions in Å, forces in eV/Å.

---

4.
ORCA calculation (wB97M-V/def2-TZVPD) on a molecular structure, C5H6O2.

Calculated values
Molecular weight, g/mol: 98.10
E_LUMO, eV: -0.09
Frontier orbital gap, hartree: 0.344
Largest force on an atom, eV/Å: 6.59

Structure (XYZ):
```
13
Properties=species:S:1:pos:R:3:forces:R:3
C -0.745 2.013 0.205 1.5037 0.9682 0.3058
C -0.567 0.419 0.431 -3.3519 -0.8288 1.3871
C -1.025 -0.782 0.932 2.4526 5.4814 -2.4584
C -0.113 -0.757 -0.347 -0.5365 -1.9743 1.3075
C 1.230 -1.482 -0.080 2.5590 1.6440 3.4656
H 0.182 2.428 0.741 -0.4512 -0.4561 -1.7412
H -1.404 2.739 0.796 -0.3748 -2.2611 -0.4021
H -0.903 2.424 -0.924 0.9459 -1.5763 2.5988
H -1.615 -1.257 1.687 -0.0722 -0.4152 -0.1501
H -0.677 -0.949 -1.260 0.7071 -0.3347 -0.3757
H 1.808 -1.358 -2.209 0.8188 -2.2461 5.4420
O 2.084 -1.845 -1.040 -1.4684 1.9107 -6.1379
O 1.745 -1.594 1.068 -2.7319 0.0883 -3.2412
```
Positions in Å, forces in eV/Å.

---

5.
ORCA calculation (wB97M-V/def2-TZVPD) on 2 unconnected molecules or ions with the total composition C4H12NPS2.

Calculated values
Molecular weight, g/mol: 169.26
E_LUMO, eV: 0.82
Frontier orbital gap, hartree: 0.330
Largest force on an atom, eV/Å: 0.44

Structure (XYZ):
```
20
Properties=species:S:1:pos:R:3:forces:R:3
C -2.448 -0.790 -0.550 0.0890 -0.0251 -0.2710
C 1.707 -1.679 1.720 0.0601 0.0575 0.0909
C 0.785 2.079 -2.322 0.2304 -0.3359 0.0515
C -2.871 -0.531 0.670 0.0200 -0.0032 0.2566
N 1.559 -1.168 0.366 -0.1052 -0.3265 -0.2713
P 1.424 0.515 0.142 -0.1259 0.3773 0.0263
S 3.398 1.052 0.744 0.1361 -0.1126 -0.1505
S 1.477 0.428 -1.970 -0.0587 0.0104 0.0389
H 2.964 2.118 1.414 -0.0365 0.1521 0.1294
H -2.006 -0.031 -1.176 0.0950 0.1742 -0.0782
H -2.529 -1.772 -0.987 -0.0376 -0.1956 -0.0273
H 2.610 -1.251 2.154 -0.0532 -0.1026 0.0730
H 0.858 -1.446 2.371 -0.0116 0.0140 0.0440
H 1.822 -2.760 1.665 0.0374 -0.0248 0.0753
H 1.594 2.775 -2.522 -0.0307 0.0865 0.0149
H 0.196 2.413 -1.472 -0.0886 0.0837 -0.0040
H 0.156 1.979 -3.200 -0.0895 0.0820 -0.0555
H -2.787 0.449 1.109 0.0301 0.2302 0.0274
H -3.305 -1.293 1.294 -0.1188 -0.1855 0.0889
H 0.813 -1.642 -0.131 0.0583 0.0440 -0.0594
```
Positions in Å, forces in eV/Å.

---

6.
ORCA calculation (wB97M-V/def2-TZVPD) on C6H7ClO in the gas phase.

Calculated values
Molecular weight, g/mol: 130.57
E_LUMO, eV: 0.79
Frontier orbital gap, hartree: 0.343
Largest force on an atom, eV/Å: 7.25

Structure (XYZ):
```
15
Properties=species:S:1:pos:R:3:forces:R:3
C -2.067 -0.191 -0.119 -3.5314 1.2536 0.8553
C -0.644 0.401 -0.133 -4.6098 2.7654 4.0743
C 0.300 -0.147 -0.915 2.5477 -3.6921 -5.6987
C 2.213 0.530 -0.016 0.9230 -0.0702 -0.7581
C 1.542 -0.088 1.034 4.1753 2.0111 0.5440
C 0.308 -0.567 0.520 -2.4291 -2.3698 0.1570
H -2.511 -0.345 1.014 1.4502 0.3265 -2.8203
H -2.929 0.460 -0.637 2.2032 -0.9671 1.0304
H -2.184 -1.165 -0.676 0.7271 0.8316 0.7363
H -0.170 -0.894 -1.623 1.5076 0.9757 0.0141
H 3.303 0.899 -0.241 -2.4687 -0.4110 1.1744
H 1.909 -0.061 2.169 -0.7893 -0.3167 -2.9856
H -0.239 -1.568 0.759 1.5458 1.8927 -0.0259
O 1.466 0.617 -1.287 0.2192 -2.4493 3.2796
Cl -0.298 2.118 0.150 -1.4707 0.2197 0.4230
```
Positions in Å, forces in eV/Å.

---

7.
ORCA calculation (wB97M-V/def2-TZVPD) on C3H7N3OS in the gas phase.

Calculated values
Molecular weight, g/mol: 133.18
E_LUMO, eV: 0.74
Frontier orbital gap, hartree: 0.316
Largest force on an atom, eV/Å: 5.21

Structure (XYZ):
```
15
Properties=species:S:1:pos:R:3:forces:R:3
C 0.060 0.778 -0.590 -1.1662 3.4776 3.6962
C 0.702 -0.487 -0.241 2.9133 -0.2218 0.6492
C 0.267 -1.002 1.224 2.5203 -0.7416 -1.6747
H -2.161 -1.642 -1.516 -0.1579 3.3189 -0.0387
H -1.995 1.688 -0.301 3.0360 -3.5545 -1.6537
H 1.778 2.838 0.922 0.4775 -2.6091 -1.0442
H 1.847 -0.334 -0.659 -2.6887 -1.4824 1.7000
H -0.618 -0.526 1.584 -0.0918 0.3474 0.7678
H 1.036 -1.507 1.869 -0.9178 1.1056 -0.4188
H 0.525 -2.559 -0.240 -0.7598 1.3281 0.8181
N -1.354 0.782 -0.748 -2.6075 2.3851 1.1589
N 0.509 1.902 0.025 -2.6167 -2.0210 -3.3861
N -0.045 -1.709 0.015 0.5352 -1.1939 -2.4052
O 1.785 1.894 0.508 0.3921 2.1099 1.4483
S -2.337 -0.115 -1.851 1.1320 -2.2483 0.3828
```
Positions in Å, forces in eV/Å.

---

Quick rundown of relative energy (zero: lowest compared OMol25 entry of this formula, charge and spin), same order as above: 24.0; 103.3; 52.0; 125.0; 42.0; 99.1; 157.3 kcal per mole